{"formula": "C16H17N6O2Tl", "method": "the ωB97M-V functional and the def2-TZVPD basis", "elements": ["Tl", "C", "C", "C", "C", "C", "C", "N", "C", "C", "C", "C", "C", "C", "C", "O", "O", "C", "C", "H", "H", "H", "H", "H", "H", "H", "H", "H", "H", "H", "H", "H", "H", "N", "N", "N", "C", "N", "N", "H", "H", "H"], "xyz": [[-2.053406, -4.039498, 0.981026], [-0.726438, 3.894924, -2.854502], [0.483667, 3.204867, -2.288502], [1.731823, 3.829869, -2.356763], [2.897334, 3.273990, -1.814383], [2.839864, 2.050433, -1.214755], [1.596682, 1.370353, -1.179553], [1.474396, 0.158148, -0.563760], [2.368851, -0.768331, -0.239847], [3.681066, -0.858823, -0.818318], [4.517325, -1.811672, -0.355626], [4.107254, -2.697641, 0.696914], [2.850429, -2.653826, 1.243223], [1.931534, -1.722839, 0.762909], [0.587298, -1.489915, 1.405676], [0.854985, -0.681979, 2.299880], [-0.483772, -1.943725, 0.975384], [0.396824, 1.953604, -1.690463], [-0.916185, 1.231314, -1.588642], [-0.477095, 4.900955, -3.182386], [-1.523085, 3.970698, -2.114301], [-1.121263, 3.353120, -3.716132], [1.792298, 4.806458, -2.821685], [3.821073, 3.834622, -1.833114], [3.695323, 1.651209, -0.690384], [0.517639, -0.057668, -0.269735], [3.958713, -0.229175, -1.650159], [5.495900, -1.934894, -0.798264], [4.805363, -3.450709, 1.041105], [2.564620, -3.341769, 2.026354], [-0.831730, 0.151033, -1.709600], [-1.603311, 1.573639, -2.357187], [-1.388055, 1.440795, -0.622186], [-7.043325, -2.385809, 3.003725], [-5.674859, -2.245719, 2.933168], [-4.984706, -1.668199, 3.887590], [-3.742993, -1.870878, 3.471186], [-3.716593, -2.536566, 2.310296], [-4.977135, -2.781183, 1.984609], [-7.397432, -1.671106, 3.630172], [-7.436148, -2.281747, 2.074769], [-2.872732, -1.526361, 4.002258]], "forces_ev_per_a": [[-0.0927, 0.0282, 0.0068], [0.0128, -0.0181, 0.0077], [-0.0087, 0.0514, -0.0361], [0.0312, -0.0027, 0.0091], [-0.0389, 0.0605, -0.0310], [-0.0256, -0.0871, 0.0681], [-0.0104, 0.1445, -0.0947], [0.0107, -0.0351, 0.0072], [0.0567, 0.0813, -0.0781], [-0.0755, -0.0090, 0.0515], [0.0153, -0.0563, 0.0441], [0.0101, 0.0286, -0.0292], [0.0176, -0.0132, -0.0573], [-0.0423, -0.0621, 0.0924], [0.0128, 0.1411, -0.0128], [-0.0315, -0.0280, 0.0557], [0.1172, -0.1240, -0.0885], [0.0196, -0.1120, 0.0124], [0.0148, 0.0253, 0.0130], [0.0023, -0.0016, -0.0009], [0.0031, 0.0031, 0.0019], [-0.0004, -0.0006, 0.0034], [-0.0001, -0.0018, 0.0020], [0.0037, -0.0073, 0.0016], [0.0009, 0.0201, -0.0092], [0.0005, 0.0056, 0.0454], [-0.0272, 0.0026, 0.0025], [0.0044, -0.0261, 0.0189], [0.0240, 0.0156, -0.0195], [-0.0212, 0.0013, -0.0075], [0.0036, -0.0002, -0.0088], [-0.0020, 0.0080, 0.0045], [-0.0071, -0.0154, -0.0046], [-0.0590, 0.0450, -0.0173], [-0.0129, -0.0182, 0.0027], [0.0135, 0.0118, -0.0136], [-0.0186, 0.0426, -0.0463], [0.0310, -0.0286, 0.0762], [0.0054, -0.0192, 0.0054], [0.0371, -0.0181, 0.0326], [0.0328, -0.0288, -0.0134], [-0.0071, -0.0030, 0.0035]], "homo_lumo_gap_ev": [4.92, 4.92], "e_tot_ha": -1270.7419, "multiplicity": 1, "total_charge": 2}